# 1
Computed, not measured: C48H44FN3OP2PtSi as an isolated structure, with ωB97M-V/def2-TZVPD.

Calculated values
LUMO energy (spin up / spin down) in eV: -0.17 / -0.52
E_HOMO (spin up / spin down) in eV: -4.3 / -3.4
E_tot in eV: -89427.806
F_max in eV Å⁻¹: 1.7
2S+1: 1

Geometry (Å):
C: -3.10430 2.73590 -3.73080
C: 3.02150 -1.15890 -2.92540
H: -4.84190 -1.55640 -0.64260
C: 2.60460 0.05070 -2.35200
C: 3.11850 -1.28510 -4.29440
C: 0.93290 0.90650 6.37320
C: -1.15710 2.42550 -1.75890
N: 0.68470 -4.21190 -0.43780
C: 3.73360 -0.69290 0.16470
C: -5.98110 1.91080 0.57260
C: -2.51570 -3.72180 -1.31240
H: -0.40470 3.78730 1.86130
H: 1.32120 -6.07950 -1.03370
C: -2.26980 1.58100 -1.79290
H: -2.36380 -4.79900 -3.16850
C: 2.77360 1.96850 -0.30850
H: 3.27650 -1.99610 -2.28610
C: 2.30450 0.95760 -4.56320
N: 0.34950 -2.21630 0.50300
Si: -0.06040 2.31670 -0.19890
H: -1.36000 4.37910 0.51010
H: 1.22290 1.82210 4.47370
C: 0.71470 -5.26040 -1.41580
H: 1.88040 2.03500 -2.77010
H: 5.08280 -0.65300 -1.51190
C: -4.21110 0.44220 -0.16560
H: 5.46600 3.99320 0.00350
H: -4.16960 1.17890 -2.72320
H: -0.20460 -5.13160 1.24720
C: 4.10240 2.35570 -0.17860
C: -6.91330 0.89600 0.40440
H: 0.15980 1.08550 2.42590
H: 6.51650 -2.67650 1.96130
H: 1.14790 -4.89810 -2.34640
P: 2.34670 0.21460 -0.57160
F: 0.45290 -0.21900 8.39370
C: -3.26130 1.76910 -2.75120
C: 2.22360 1.10190 -3.19420
H: -2.60360 -4.61010 -0.70360
H: 0.26780 -1.27440 -1.71330
H: -2.25350 -0.54010 -3.47990
H: -0.96060 -0.43140 2.44240
H: 6.83200 -1.93520 -0.36970
C: 0.48960 -2.89500 -0.62540
H: 4.88530 1.60950 -0.12260
C: 3.42920 4.65400 -0.17730
H: 1.55480 1.59810 6.91960
H: 0.35230 -2.74160 -2.67170
H: 2.62080 -0.89810 1.98470
H: 1.32850 5.00880 -0.30170
C: 4.43080 3.69740 -0.10290
C: 5.73090 -2.12940 1.46060
C: -2.38220 -3.82920 -2.69010
C: -0.50890 -1.05180 6.40050
C: 0.75220 1.01820 5.01820
H: -0.98980 -1.83070 6.97160
H: -0.14150 4.01810 -2.73390
C: -1.00830 3.48500 1.01340
H: -3.92750 2.48320 0.42800
H: 2.02220 1.77790 -5.20510
C: 0.44420 -3.06880 1.56100
C: 0.63180 -4.48310 0.97660
H: -3.87650 2.88530 -4.47430
N: 0.50510 -2.26710 -1.79980
H: -6.30440 2.88570 0.90690
C: 2.10560 4.26010 -0.27560
H: 3.68730 5.70420 -0.14730
H: -1.26030 -1.68270 4.51070
H: -7.20220 -1.14870 -0.16000
C: 5.91150 -1.71070 0.15060
C: 2.76230 -0.22650 -5.12250
C: 3.55310 -1.12240 1.47870
C: 4.92480 -0.99280 -0.49710
C: -2.45450 -1.31300 -1.48900
C: -2.53920 -2.47550 -0.71690
C: -2.32240 -1.42810 -2.86830
C: -0.06240 0.09640 4.30230
H: -1.81970 4.25660 -4.53130
C: -6.48500 -0.35120 -0.02170
H: -1.87820 2.96240 1.40050
C: -1.95800 3.51630 -3.75470
H: -2.19760 -2.77090 -4.53440
C: 0.29200 -0.12220 7.05270
C: -1.00990 3.37570 -2.75620
H: -7.96100 1.07770 0.59860
H: 2.85640 -0.30890 -6.19640
C: 4.54850 -1.83270 2.12220
O: 0.40560 -2.79930 2.73270
H: 3.47360 -2.21240 -4.72510
C: -0.28640 0.24810 2.94910
C: -4.64630 1.68480 0.30550
P: -2.42140 0.25290 -0.53930
Pt: 0.01600 0.04070 0.15770
H: -0.29090 -5.64740 -1.60840
C: -0.67280 -0.95360 5.04310
H: 1.55350 -4.94030 1.34140
C: -5.14970 -0.58210 -0.29230
H: -2.61520 -2.38090 0.36050
H: 4.40300 -2.15650 3.14140
C: 1.74760 2.92090 -0.33990
C: -2.28640 -2.68070 -3.46090

# 2
Computed, not measured: one molecule with the formula C31H36FN3O6, with ωB97M-V/def2-TZVPD.

Calculated values
LUMO energy in eV: 0.55
E_HOMO in eV: -8.4
E_tot in eV: -52203.841
F_max in eV Å⁻¹: 1.3
2S+1: 1

Geometry (Å):
C: -1.95026 -0.40470 -0.79056
H: 0.83282 -0.60792 -1.08140
H: -4.71300 4.01961 -2.17035
H: -3.90444 -2.83456 -1.77457
C: 0.31512 2.53650 -0.09056
C: -3.22430 5.63573 -2.02901
H: 4.60815 -4.00721 2.17325
F: 5.76562 1.29408 0.39964
C: -2.38381 4.69350 1.43919
C: 2.47749 -1.77527 -0.41974
C: 3.79517 2.11936 1.38972
H: -2.60302 5.60310 -2.92022
O: 0.43112 4.50930 1.32540
H: 1.99882 -4.81347 -0.21677
C: -2.87697 -0.86504 -1.69692
N: -1.59730 3.62151 0.88128
C: 3.25898 -2.18918 0.65872
C: -3.77942 4.26255 -1.65919
C: -2.46801 -2.43537 -0.17759
C: 2.45669 2.44724 1.27193
H: 0.22212 1.21415 2.06908
C: 1.41783 -0.91618 -0.22781
H: -3.04505 3.47301 -1.86845
H: -2.06362 -3.36155 1.68573
H: -1.44236 5.56648 -0.80437
H: 1.93338 2.83105 2.13236
C: -0.25489 3.66497 0.78895
H: -3.94147 6.04672 0.82536
H: -2.11834 2.98151 0.29944
C: -2.44369 5.99750 -0.76751
C: 1.79999 2.30953 0.05581
H: -3.30368 -4.18066 0.70406
H: 2.01585 1.77683 -2.00725
H: 0.09996 2.83414 -1.12792
C: -1.29993 0.90886 -0.84179
C: -0.04621 0.50977 1.27682
C: 3.84948 1.52911 -0.95106
C: 0.98458 -5.20279 -0.11754
H: -3.25741 -0.31494 -2.53243
H: 5.64654 -2.58759 1.84801
C: -1.65551 -5.23675 -1.05815
C: 5.13937 -3.44621 1.39731
H: 3.53944 -2.00814 2.78773
O: -1.70533 -1.37033 0.12984
C: -0.63231 -6.34460 -1.31727
C: 1.10838 -0.43842 1.03931
H: -4.04025 6.34256 -2.18580
C: -2.34172 -3.66303 0.67175
O: 4.27207 -3.04630 0.36342
O: -1.58613 1.66956 -1.76447
C: -3.20756 -2.17425 -1.30039
C: 0.00191 -4.06975 0.17624
C: 2.95457 -1.71630 1.93016
N: -1.34336 -4.61821 0.21807
H: -3.02903 4.29517 2.22829
H: -2.35454 7.07028 -0.61409
H: 1.66985 -0.48536 3.09995
N: -0.40989 1.28247 0.11271
H: -1.61788 -4.51113 -1.88819
C: -3.26100 5.32803 0.34696
H: -0.91744 -0.05132 1.62416
C: 1.89035 -0.84952 2.10673
H: 4.31415 2.21926 2.32969
H: 0.23711 -3.61682 1.14138
H: 0.94648 -5.93540 0.70286
H: -0.79920 -6.80433 -2.29285
H: -1.69987 5.43276 1.86025
C: 4.46759 1.64721 0.27951
O: -4.05887 4.32102 -0.26616
C: 2.51415 1.86832 -1.05325
H: 2.72374 -2.14482 -1.40237
H: -2.65762 -5.66749 -1.00791
H: 5.87734 -4.09413 0.92745
O: 0.67995 -5.83755 -1.33710
H: 0.10766 -3.30070 -0.60537
H: -0.72616 -7.10783 -0.52993
H: 4.40700 1.17241 -1.80220

# 3
Computed, not measured: a 2-piece molecular cluster, CH5N2 overall, with ωB97M-V/def2-TZVPD.

Calculated values
LUMO energy (spin up / spin down) in eV: -6.29 / -6.29
E_HOMO (spin up / spin down) in eV: -16.4 / -16.4
Net charge: +1
E_tot in eV: -4087.055
F_max in eV Å⁻¹: 6.5
2S+1: 1

Geometry (Å):
H: -1.45400 -0.63334 0.00154
C: -0.49577 -0.26767 0.28791
H: 0.22534 0.69958 -1.74430
H: 1.25281 -0.09610 1.18970
H: -0.42251 1.82008 -0.60784
H: 0.33609 -1.75610 1.37752
N: 0.29197 1.26316 -0.94412
N: 0.39589 -0.74322 1.02739

# 4
Computed, not measured: a 9-piece molecular cluster, C12H42O12 overall, with ωB97M-V/def2-TZVPD.

Calculated values
LUMO energy in eV: 0.12
E_HOMO in eV: -9.4
E_tot in eV: -37691.118
F_max in eV Å⁻¹: 1.3
2S+1: 1

Geometry (Å):
C: -4.29080 -1.58355 2.06980
C: 0.52068 -0.71134 3.20877
H: -2.75605 -1.56220 3.36680
H: -0.08032 5.26622 -2.58805
H: -1.89465 0.49710 0.21375
H: -3.91645 -3.60374 1.68844
H: 0.90822 -0.43761 2.22415
H: -1.49708 4.88599 -1.52850
O: -2.23854 1.19224 0.78697
H: -0.37164 2.09890 0.88499
H: 5.49878 0.93886 2.64437
H: 5.31181 0.30274 -3.39371
O: 3.14207 -1.86987 1.05549
O: 3.28768 0.61471 -2.89312
H: 4.62634 -0.95855 -2.41732
C: -1.87328 3.23999 1.87836
H: -1.73789 2.70309 2.82557
O: -3.29329 -0.34474 -2.70605
O: -0.60105 -1.59760 3.07744
O: -2.42935 -2.42503 0.82281
H: 2.95141 -2.04208 0.12479
H: 1.33290 -1.19873 3.74790
C: 3.14112 -3.36123 -2.85467
H: -2.44227 -0.39817 -2.25153
H: -4.18685 0.39700 -0.94303
H: -1.52720 2.87899 -0.20442
H: -3.75446 2.87058 1.81286
O: -1.08987 -0.93310 -1.07043
H: 5.08079 -1.40808 1.55885
H: -1.23561 4.12564 1.91318
H: -0.30015 2.99565 -2.29025
H: -0.23541 -2.46021 2.85494
C: 4.57575 0.12179 -2.60025
H: 0.78218 -0.98055 -1.84196
H: -4.18056 -0.58224 1.63374
C: 0.24435 -0.39771 -1.08941
H: 4.07025 -2.86253 -3.10092
H: 3.30024 -4.44406 -2.87775
H: -5.36895 -1.69279 2.23572
C: -3.80445 -2.65770 1.13981
O: 2.66623 -2.88870 -1.59990
O: -0.96081 3.38381 -2.87053
H: 2.81199 0.62241 1.90589
C: 3.77914 0.17949 2.14709
H: 2.84887 0.15685 -3.61390
O: -3.21085 3.66164 1.72971
C: 4.17710 -0.92065 1.16638
H: -1.21486 -1.56060 -0.34394
H: -1.69135 5.24085 -3.24572
H: 0.17324 0.17289 3.73053
O: 4.74022 1.22871 2.13087
C: -1.43619 2.34727 0.75064
H: 0.79409 -0.54764 -0.15684
H: 0.20835 0.65049 -1.36636
H: 1.76715 -3.22168 -1.51782
O: -3.71393 -1.67397 3.35633
H: -4.06551 1.55281 -2.28870
H: 3.69017 -0.22261 3.16480
C: -1.04436 4.75436 -2.51448
H: 4.88938 0.62756 -1.69139
H: 4.42379 -0.45309 0.21200
H: 2.38717 -3.16115 -3.62350
H: -5.19184 0.18744 -2.39586
H: -1.93347 -2.49107 1.64481
C: -4.21004 0.49672 -2.03382
H: -4.35210 -2.73825 0.20555